Entry 1:
The following is a quantum chemistry calculation of a single C11H11N3O3S molecule at a distorted geometry, from the Open Molecules 2025 dataset.

CARTESIAN COORDINATES (ANGSTROEM)
C  1.5711  4.8245  -3.5066
O  1.5583  4.0808  -2.2934
C  1.4898  2.7433  -2.4435
O  1.4395  2.1636  -3.4835
N  1.4893  2.1764  -1.1803
C  1.4304  0.8429  -0.9063
N  1.3549  -0.1151  -1.7570
N  1.3049  -1.3142  -1.2005
C  1.3474  -1.3164  0.0797
C  1.3220  -2.5376  0.9353
O  0.5949  -2.3647  2.1243
C  -0.7604  -2.1693  2.0464
C  -1.4974  -2.1492  0.8695
C  -2.8667  -1.9407  0.9246
C  -3.5071  -1.7521  2.1346
C  -2.7688  -1.7729  3.3079
C  -1.4055  -1.9791  3.2676
S  1.4536  0.2930  0.7790
H  0.6781  4.6064  -4.0946
H  1.5929  5.8710  -3.2149
H  2.4533  4.5713  -4.0971
H  1.5380  2.8168  -0.4004
H  2.3416  -2.7703  1.2646
H  0.9473  -3.3790  0.3378
H  -1.0260  -2.2895  -0.0907
H  -3.4309  -1.9257  0.0040
H  -4.5735  -1.5892  2.1657
H  -3.2582  -1.6267  4.2593
H  -0.8127  -1.9982  4.1684

Results
HOMO level, eV: -8.8
Maximum force, eV Å⁻¹: 1.82
Energy relative to the best compared isomer or geometry (same formula, charge and spin), eV: 0.133
SMILES string: COC(=O)Nc1nnc(COc2ccccc2)s1
LUMO energy, eV: 0.34


Entry 2:
The following is a quantum chemistry calculation of a molecular structure, C43H28N10OSn, from the Open Molecules 2025 dataset.

CARTESIAN COORDINATES (ANGSTROEM)
Sn  -0.2865  -0.3871  1.0125
C  -3.1686  -5.8726  -0.3408
C  -4.2792  -5.0534  -0.4954
C  -4.1289  -3.6846  -0.7193
C  -2.8405  -3.2078  -0.7939
C  -2.3489  -1.8305  -0.9040
N  -0.9889  -1.7906  -0.9129
C  -0.5876  -3.0892  -0.9098
N  0.6569  -3.4267  -1.1224
C  2.4269  -1.5491  -0.7641
C  3.9131  -1.4770  -0.5502
C  5.0037  -2.1148  -1.1200
C  6.2537  -1.9151  -0.5403
C  6.4277  -1.1080  0.5829
C  5.3407  -0.4663  1.1546
C  4.1058  -0.6839  0.5720
C  2.8051  -0.1448  0.9442
N  2.8203  0.9939  1.7137
C  1.8912  1.8801  1.6228
N  0.5545  1.6953  1.2597
C  0.0697  2.9057  0.9332
N  -1.1424  3.2045  0.4638
C  -1.9397  2.3024  -0.0356
N  -1.7219  0.9446  -0.2116
C  -2.8635  0.4375  -0.7518
N  -3.1904  -0.8252  -0.9426
C  -3.8425  1.4990  -1.0094
C  -5.1071  1.4705  -1.5520
C  -5.7849  2.6920  -1.6104
C  -5.2090  3.8656  -1.1353
C  -3.9241  3.8775  -0.5836
C  -3.2685  2.6687  -0.5376
C  1.0373  3.9598  1.2338
C  0.9750  5.3287  1.0767
C  2.1056  6.0495  1.4643
C  3.2345  5.4106  1.9675
C  3.2918  4.0197  2.1022
C  2.1634  3.3243  1.7373
N  1.8245  -0.7227  0.2903
C  -1.7203  -4.0271  -0.6880
C  -1.8653  -5.3770  -0.4343
H  -3.3094  -6.9246  -0.1326
H  -5.2693  -5.4815  -0.4210
H  -4.9780  -3.0230  -0.8168
H  4.9217  -2.7530  -1.9828
H  7.1141  -2.4038  -0.9772
H  7.4143  -0.9826  1.0068
H  5.4418  0.1700  2.0225
H  -5.5551  0.5552  -1.9121
H  -6.7813  2.7275  -2.0290
H  -5.7700  4.7883  -1.1932
H  -3.4734  4.7860  -0.2101
H  0.0981  5.8180  0.6773
H  2.1089  7.1268  1.3709
H  4.0910  6.0045  2.2564
H  4.1724  3.5204  2.4805
H  -1.0222  -6.0276  -0.2769
C  0.6587  -6.5639  -2.3785
N  1.4962  -5.4556  -1.9391
N  1.0390  -4.7595  -0.8309
C  1.8164  -2.6320  -1.5640
O  1.7207  -1.3015  -1.9951
C  2.5860  -3.4585  -2.5226
C  2.3250  -4.7427  -2.7883
C  2.9112  -5.4690  -3.9569
C  1.9044  -4.7912  0.3319
C  1.5935  -3.9994  1.4321
C  2.3978  -4.0453  2.5602
C  3.5030  -4.8837  2.6012
C  3.7950  -5.6760  1.5028
C  3.0037  -5.6346  0.3623
H  0.5621  -7.2868  -1.5694
H  1.1450  -7.0601  -3.2116
H  -0.3314  -6.2316  -2.6980
H  3.2572  -2.9007  -3.1547
H  3.7257  -4.8855  -4.3794
H  2.1681  -5.6167  -4.7419
H  3.2967  -6.4454  -3.6642
H  0.7247  -3.3522  1.4331
H  2.1490  -3.4305  3.4154
H  4.1237  -4.9263  3.4850
H  4.6526  -6.3350  1.5245
H  3.2425  -6.2494  -0.4925

Results
HOMO level, eV: -13.3
Maximum force, eV Å⁻¹: 0.86
LUMO energy, eV: -7.55
Net charge: +2


Entry 3:
The following is a quantum chemistry calculation of a molecular structure, C19H32NO3P at a distorted geometry, from the Open Molecules 2025 dataset.

CARTESIAN COORDINATES (ANGSTROEM)
C  -1.3331  -3.2308  -0.5934
H  -2.2043  -3.5744  -1.0305
C  -1.2967  -2.7243  0.7577
C  -0.1021  -2.2023  1.2349
H  0.7316  -2.8785  0.6966
H  -0.1510  -2.2799  2.4063
O  -0.1933  -0.9205  1.0627
P  0.9058  -0.2330  -0.3258
O  0.8698  -0.8963  -1.6065
O  2.3941  -0.4587  0.5433
C  3.4257  -0.6955  -0.1390
C  3.7662  -2.1914  0.2256
C  5.1706  -2.9560  -0.4556
H  5.4240  -3.6826  0.0457
H  5.9667  -2.1229  -0.2448
H  4.9494  -2.8423  -1.2960
H  4.0355  -2.4218  1.4639
H  3.0120  -3.0249  0.1839
H  4.4085  -0.0825  -0.0452
H  3.2260  -0.8789  -1.1099
H  -2.3078  -2.0968  0.8353
H  -1.7784  -3.5913  1.5662
H  -0.6770  -3.9281  -0.7527
H  -1.1268  -2.3413  -1.1138
C  0.5221  1.7327  -0.4602
N  -0.6236  1.7761  -0.9717
C  -1.8497  0.8370  -0.6283
C  -2.3582  0.2869  -1.5826
C  -3.6413  -0.5973  -1.1726
C  -4.2021  -0.4213  -0.0110
C  -3.7108  0.6460  0.7725
C  -2.5942  1.2147  0.4291
H  -2.1902  2.0152  1.2853
H  -4.2640  0.5848  1.7321
C  -5.5296  -1.2089  0.2091
H  -6.2786  -0.5443  -0.3522
H  -5.7398  -1.0585  1.0837
H  -5.3788  -2.1744  0.2164
H  -3.9685  -1.2125  -1.9980
H  -1.9936  0.0895  -2.3911
H  -0.4178  1.5089  -1.7828
C  0.3613  2.1804  1.4419
C  0.1881  3.5758  1.2196
C  1.3506  4.1637  0.4315
C  1.3504  3.8157  -1.0891
C  1.8136  2.1775  -1.0003
H  1.7848  1.7292  -1.9612
H  2.7358  1.8605  -0.4564
H  2.2968  4.3168  -1.6762
H  0.3868  4.0457  -1.4777
H  2.3834  4.1768  0.8533
H  1.2535  5.4261  0.3276
H  0.4486  4.0587  2.1144
H  -0.6060  3.7551  0.8158
H  -0.1502  1.5329  1.9001
H  1.5059  1.9655  1.8697

Results
HOMO level, eV: -8.0
Maximum force, eV Å⁻¹: 14.91
Energy relative to the best compared isomer or geometry (same formula, charge and spin), eV: 21.797
LUMO energy, eV: 0.71